No. 1
Computed, not measured: CH7NO2P2 in the gas phase, with ωB97M-V with the def2-TZVPD basis set.

```
13
CH7NO2P2, DFT ωB97M-V with the def2-TZVPD basis set
C 0.33610 -0.24005 -1.78217
N -1.36213 -0.56198 0.43787
O -0.54801 2.44830 -0.00034
O -1.13619 -1.09495 1.76966
P 1.55385 0.03000 1.34939
P -0.08092 0.50195 -0.11740
H -0.45673 0.15712 -2.45676
H 1.26481 0.06071 -2.02781
H 0.58464 -1.29496 -1.54473
H -2.23259 -0.00084 0.39444
H -1.74749 -1.84823 1.70248
H 1.28624 1.23776 1.95914
H 2.53842 0.60515 0.31625
```

## Properties
total energy	-929.979594	Ha
spin multiplicity	3
highest occupied orbital energy (spin up / spin down)	-0.2194 / -0.3514	Eh
<S²>	2.010
gap between HOMO and LUMO (spin up / spin down)	6.68 / 8.62	eV

Here are the natural (NBO) charges for atoms 1 to 6, given in e: -0.9402, -0.6652, -0.4972, -0.5752, 0.0405, 1.0569

***

No. 2
Computed, not measured: C7H10 in the gas phase, with ωB97M-V with the def2-TZVPD basis set.

```
17
C7H10, DFT ωB97M-V with the def2-TZVPD basis set
C -1.82160 0.55136 -0.09423
C -1.03572 -0.74181 -0.15531
C 0.12284 -1.08126 0.76121
C 0.80201 0.07301 1.44087
C 1.24632 0.93106 0.51145
C 1.13597 0.44136 -0.88750
C 0.33989 -0.85053 -0.74288
H -2.28738 0.76087 -1.06365
H -2.61680 0.47859 0.65561
H -1.20456 1.41337 0.17457
H -1.66317 -1.60526 -0.37200
H 0.13149 -2.07863 1.19806
H 1.75911 0.09026 1.92720
H 1.77354 1.82827 0.82350
H 0.65582 1.20794 -1.48863
H 2.13476 0.25836 -1.32346
H 0.56449 -1.67890 -1.40952
```

## Properties
energy relative to the best compared isomer or geometry (same formula, charge and spin)	269.71	kJ/mol
total energy	-272.615272	Ha
highest occupied orbital energy	-0.3108	Eh
SMILES string	C[C@@H]1[C@@H]2C=CC[C@H]12
gap between HOMO and LUMO	9.55	eV

Here are the natural (NBO) charges for atoms 1 to 6, given in e: -0.6177, -0.2093, -0.2655, -0.3039, -0.1210, -0.4774

***

No. 3
Computed, not measured: C7H16N2O3S in the gas phase, with ωB97M-V with the def2-TZVPD basis set.

```
29
C7H16N2O3S, DFT ωB97M-V with the def2-TZVPD basis set
C -0.73916 1.13618 0.12989
C -0.36111 0.40964 1.47910
C 0.05582 0.55047 -0.97845
C -2.24655 0.87915 -0.10640
C 1.31117 1.17826 -1.41226
C 0.39413 -1.28131 -2.56435
C 1.18734 0.54703 1.97466
N -0.64397 -1.03697 1.52238
N -0.31815 -0.56577 -1.43175
O -1.21225 -2.75635 -0.21800
O 0.62978 -3.11535 1.36151
O 1.65121 1.88213 2.08338
S 0.12666 -2.11965 0.44305
H -0.43296 2.13686 0.25708
H -1.00355 0.81975 2.29999
H -2.41337 -0.07574 0.35446
H -2.35158 1.02282 -1.19555
H -2.68828 1.63625 0.51478
H 1.77384 2.00478 -0.81044
H 1.23015 1.56846 -2.44194
H 1.99957 0.29446 -1.34033
H 0.08090 -2.36341 -2.59319
H 0.27667 -0.85527 -3.56747
H 1.57737 -1.19741 -2.35942
H 1.80096 -0.03100 1.35384
H 1.12507 0.24278 2.96707
H -0.56788 -1.35507 2.48785
H -1.42958 -2.01363 -0.96807
H 1.18777 2.45791 2.75857
```

## Properties
energy relative to the best compared isomer or geometry (same formula, charge and spin)	269.24	kJ/mol
total energy	-1009.628874	Ha
highest occupied orbital energy	-0.3180	Eh
gap between HOMO and LUMO	9.16	eV

Here are the natural (NBO) charges for atoms 1 to 6, given in e: -0.2889, -0.0334, 0.3635, -0.6065, -0.7137, -0.4627

***

No. 4
Computed, not measured: a molecular structure, C6H20N3ReS, with ωB97M-V with the def2-TZVPD basis set.

```
31
C6H20N3ReS, DFT ωB97M-V with the def2-TZVPD basis set
C -1.33445 1.16276 -1.68577
Re 0.01589 -0.25871 -2.24642
N 0.82057 -1.97869 -3.28225
H 0.51612 0.61027 -3.58766
H 1.83619 -1.92198 -3.36892
H -1.46568 -0.99710 -2.52140
H -1.85004 1.38092 -2.63740
H -0.89920 2.09407 -1.29040
H -2.07305 0.76313 -0.97116
H 0.61913 -2.87685 -2.83021
H 0.44575 -2.03827 -4.23201
C 1.49944 2.41359 1.10620
N 0.69709 1.29341 1.60228
C -0.22961 1.61719 2.68943
C 0.61299 0.18865 0.85178
S 1.44992 0.24996 -0.69871
N -0.09716 -0.92090 1.11132
C -0.66834 -1.29603 2.40112
C -0.23007 -1.94342 0.07625
H 1.53576 3.16079 1.90109
H 1.05746 2.87740 0.21206
H 2.51968 2.09472 0.86328
H -1.25442 1.31381 2.45763
H 0.09661 1.15676 3.63126
H -0.21053 2.70204 2.82360
H -1.76066 -1.36044 2.32063
H -0.28573 -2.28543 2.68167
H -0.40881 -0.61031 3.20386
H -0.66160 -1.48312 -0.87964
H 0.71221 -2.47420 -0.12737
H -1.00546 -2.63404 0.42587
```

## Properties
energy relative to the best compared isomer or geometry (same formula, charge and spin)	0.00	kJ/mol
total energy	-880.961244	Ha
spin multiplicity	4
highest occupied orbital energy (spin up / spin down)	-0.3935 / -0.4732	Eh
net charge	+1
<S²>	3.770
gap between HOMO and LUMO (spin up / spin down)	7.21 / 9.31	eV

Here are the natural (NBO) charges for atoms 1 to 6, given in e: -1.0033, 0.6831, -1.0337, -0.0067, 0.4130, -0.1653

***

No. 5
Computed, not measured: a molecular structure, C28H24N8NaO6S, with ωB97M-V with the def2-TZVPD basis set.

```
68
C28H24N8NaO6S, DFT ωB97M-V with the def2-TZVPD basis set
Na 0.16744 0.25030 -0.99442
C 3.62045 -5.64178 3.17702
C 3.16665 -4.23187 2.88809
C 2.40542 -3.93987 1.76182
C 2.01255 -2.63649 1.48414
C 2.37560 -1.60749 2.33932
C 3.14662 -1.88003 3.46155
C 3.53130 -3.18474 3.73288
S 1.78710 0.06141 2.02476
O 2.76799 0.90973 2.68015
O 0.46912 0.06385 2.66281
N 1.64940 0.22206 0.49581
C 2.92526 0.26971 -0.24647
C 2.66641 0.10542 -1.76541
O 3.43279 -0.63940 -2.39374
O 1.67684 0.76639 -2.22905
H 3.09840 -6.36097 2.54461
H 3.43797 -5.90917 4.21979
H 4.69211 -5.75267 2.99281
H 2.12976 -4.74262 1.08480
H 1.43829 -2.39773 0.59612
H 3.43917 -1.05729 4.10230
H 4.13429 -3.39784 4.61052
H 3.62323 -0.51262 0.06447
H 3.43413 1.23347 -0.10958
O -0.85253 7.99146 0.57613
C -0.32734 7.09821 -0.30273
O 0.26623 7.50354 -1.26171
C -0.59320 5.65681 -0.02774
C -1.66169 5.22145 0.75092
C -1.89369 3.86889 0.93798
C -1.05076 2.92333 0.35707
C 0.02759 3.35752 -0.42588
C 0.24288 4.70805 -0.61630
N -1.28987 1.54518 0.43019
C -1.65660 0.97902 1.49279
C -1.92122 -0.48310 1.52595
C -2.52603 -1.03522 2.64534
C -2.70997 -2.40402 2.69853
C -2.28528 -3.17417 1.62910
C -1.71283 -2.52692 0.54328
N -1.53561 -1.21269 0.47761
H -1.21192 7.52221 1.33875
H -2.36276 5.92544 1.18742
H -2.75626 3.53948 1.50492
H 0.67970 2.61644 -0.88791
H 1.06565 5.05174 -1.22975
H -1.78306 1.51054 2.43971
H -2.81572 -0.39786 3.47126
H -3.16060 -2.86724 3.56736
H -2.37630 -4.25142 1.63965
H -1.37714 -3.09738 -0.31683
N -2.22238 2.66156 -4.43338
C -1.83654 2.63249 -3.14665
N -1.68151 1.38932 -2.76137
C -1.97993 0.68363 -3.88349
N -2.32275 1.41343 -4.92477
C -1.88318 -0.78516 -3.94767
C -2.52203 -1.51107 -4.95010
N -2.39804 -2.82866 -5.05257
C -1.61982 -3.41812 -4.14895
C -0.99783 -2.69812 -3.14197
N -1.13803 -1.38314 -3.02736
H -2.38263 3.45300 -5.03038
H -1.67914 3.51568 -2.54555
H -3.14260 -1.00631 -5.68076
H -1.49009 -4.49020 -4.23557
H -0.35346 -3.18739 -2.41967
```

## Properties
energy relative to the best compared isomer or geometry (same formula, charge and spin)	36.39	kJ/mol
total energy	-2531.533213	Ha
highest occupied orbital energy	-0.1747	Eh
net charge	-1
gap between HOMO and LUMO	6.61	eV

Here are the natural (NBO) charges for atoms 1 to 6, given in e: 0.8700, -0.6227, -0.0500, -0.1694, -0.2055, -0.3231

***

No. 6
Computed, not measured: a molecular structure, C28H78AlF4N8O16S4, with ωB97M-V with the def2-TZVPD basis set.

```
139
C28H78AlF4N8O16S4, DFT ωB97M-V with the def2-TZVPD basis set
Al -18.60792 16.52079 -25.15346
N -13.31094 15.42398 -26.49608
S -12.05313 14.80678 -25.84284
O -11.45044 15.56686 -24.76631
O -11.17299 13.92840 -26.57722
F -12.95228 13.75483 -24.99864
S -12.35519 16.10665 -27.79837
O -12.23167 15.34613 -29.04258
O -11.30172 17.01657 -27.47502
F -13.55234 17.11642 -28.23702
N -19.78955 12.36055 -21.68224
S -18.95396 10.97631 -21.26549
O -19.71225 9.69761 -21.28669
O -17.73951 11.10309 -20.46107
F -18.24377 10.79621 -22.71395
S -20.73513 12.23306 -20.48722
O -20.21733 12.28283 -19.12674
O -22.05519 11.58358 -20.66479
F -21.04395 13.77226 -20.60224
C -15.65920 16.53508 -17.90338
C -16.51970 17.20088 -19.00946
C -16.82258 18.63640 -18.99288
O -17.57005 18.99636 -20.16197
C -18.00158 20.23909 -20.19729
N -15.92434 16.82042 -20.30550
H -14.63889 16.91608 -17.94713
H -15.57809 15.45420 -18.01831
H -15.92022 16.76477 -16.87032
H -17.51734 16.76249 -19.03471
H -15.86699 19.14388 -18.86099
H -17.30486 18.84903 -18.03879
H -18.82227 20.41669 -19.50229
H -18.52420 20.47139 -21.12519
H -17.23462 21.01152 -20.14039
H -15.09716 17.39413 -20.38753
H -15.63660 15.85617 -20.39224
C -23.45775 11.88001 -29.12017
C -22.10508 12.30037 -28.47053
C -20.82540 11.85771 -29.21893
O -19.55426 12.35688 -28.73084
C -18.51031 11.49822 -29.18167
N -22.31709 13.69995 -28.15419
H -23.37802 12.09658 -30.18546
H -24.36835 12.29307 -28.68622
H -23.59620 10.80747 -28.98379
H -22.05346 11.82347 -27.49176
H -20.84061 11.82035 -30.30819
H -20.67218 10.79802 -29.01473
H -17.52681 11.90941 -28.95422
H -18.53190 11.41961 -30.26862
H -18.46336 10.53097 -28.68135
H -22.76732 14.18032 -28.92011
H -22.94114 13.86650 -27.37771
C -28.64101 7.62635 -19.21449
C -27.80731 6.48125 -19.72145
C -28.38947 5.12146 -19.66109
O -27.36147 4.12799 -19.91506
C -27.46375 3.54203 -21.18662
N -27.33289 6.76759 -21.06334
H -29.52496 7.63869 -19.85213
H -28.17714 8.61163 -19.16790
H -28.87531 7.31813 -18.19557
H -26.92240 6.49442 -19.08515
H -29.22416 5.09188 -20.36146
H -28.72186 4.91883 -18.64298
H -27.90308 4.24323 -21.89613
H -28.01767 2.61434 -21.04289
H -26.46360 3.22649 -21.48367
H -26.70066 7.55165 -20.98825
H -26.63897 6.04041 -21.16227
C -18.94495 1.59005 -24.96659
C -17.59438 1.21158 -25.56608
C -17.60351 -0.23718 -26.08093
O -17.87227 -1.14793 -24.89794
C -17.76898 -2.54496 -25.15387
N -17.40289 2.13129 -26.67138
H -18.78379 2.46785 -24.34082
H -19.39291 0.76188 -24.41743
H -19.68178 1.62872 -25.76889
H -16.79112 1.25277 -24.83043
H -16.66658 -0.53945 -26.54881
H -18.51014 -0.34577 -26.67618
H -18.57386 -2.88218 -25.80698
H -17.68110 -3.11727 -24.23038
H -16.79294 -2.63695 -25.63031
H -16.56658 1.89530 -27.18616
H -17.06588 3.03728 -26.37863
C -28.47155 15.95702 -21.88878
C -29.05930 15.03580 -23.00716
C -29.87553 15.78627 -24.05099
O -31.25009 15.96528 -23.66828
C -32.03277 16.74323 -24.53100
N -27.86746 14.53172 -23.68457
H -29.30970 16.35827 -21.31904
H -27.90714 16.82596 -22.22717
H -27.70651 15.52709 -21.24226
H -29.58928 14.21754 -22.51962
H -29.92408 15.20518 -24.97189
H -29.35518 16.73673 -24.16908
H -31.78926 16.52199 -25.57016
H -31.89301 17.80391 -24.32235
H -33.08511 16.54672 -24.32593
H -27.41825 13.82944 -23.11440
H -28.26492 13.92412 -24.38667
C -12.01068 0.38326 -17.77729
C -13.16315 1.14446 -17.13979
C -14.30202 1.59685 -18.07965
O -15.35609 2.23212 -17.37622
C -15.87697 3.43772 -18.01021
N -13.54824 0.40825 -15.95691
H -11.18930 0.20110 -17.08427
H -11.62851 1.00453 -18.58727
H -12.25832 -0.60810 -18.15673
H -12.70433 2.06396 -16.77634
H -14.62759 0.70029 -18.60717
H -13.75923 2.18264 -18.82148
H -16.86816 3.65193 -17.61049
H -15.81964 3.38363 -19.09736
H -15.18871 4.24056 -17.74596
H -14.35515 -0.14805 -16.20085
H -12.80932 -0.11321 -15.50724
C -16.32423 10.29784 -13.17121
C -15.02942 10.66163 -12.49951
O -14.21485 9.53465 -12.33778
H -17.00675 11.14685 -13.13325
H -16.82107 9.50455 -12.61268
H -16.26332 9.98209 -14.21269
H -15.34835 11.08315 -11.54625
H -14.58145 11.48860 -13.05046
H -14.77119 8.75513 -12.27121
C -22.15263 16.74948 -13.65025
C -21.82031 18.21598 -13.52911
O -21.39580 18.50064 -12.25832
H -23.07417 16.42381 -13.16777
H -21.48173 16.03900 -13.16732
H -22.17422 16.49445 -14.70978
H -22.53641 18.93269 -13.93112
H -20.93821 18.48294 -14.11111
H -21.03006 19.37514 -12.41023
```

## Properties
total energy	-4989.079949	Ha
highest occupied orbital energy	-0.3961	Eh
net charge	+1
gap between HOMO and LUMO	0.91	eV

Here are the Mulliken charges for atoms 1 to 6, given in e: 0.9898, -0.1657, 1.1073, -0.4715, -0.4516, -0.2891

***

No. 7
Computed, not measured: H2O3Si in the gas phase, with ωB97M-V with the def2-TZVPD basis set.

```
6
H2O3Si, DFT ωB97M-V with the def2-TZVPD basis set
O 0.09687 -0.99363 1.13116
Si 0.25345 0.02228 -0.11054
O -0.67297 1.35441 -0.61336
O -0.49161 0.28061 -1.54071
H -0.83977 -0.98101 1.36550
H 1.65404 0.31734 -0.23204
```

## Properties
energy relative to the best compared isomer or geometry (same formula, charge and spin)	301.42	kJ/mol
total energy	-516.378180	Ha
highest occupied orbital energy	-0.3602	Eh
SMILES string	O[SiH]1OO1
gap between HOMO and LUMO	9.98	eV

What are the natural (NBO) partial charges on each atom? They are as follows, in elementary charge units: -1.0474, 1.9821, -0.5847, -0.6109, 0.5046, -0.2437

***

No. 8
Computed, not measured: a molecular structure, C20H34O3PPd, with ωB97M-V with the def2-TZVPD basis set.

```
59
C20H34O3PPd, DFT ωB97M-V with the def2-TZVPD basis set
C -0.34089 -0.01617 -4.80478
C -1.77831 -0.31022 -4.75646
C 0.11252 1.35891 -4.99612
C 0.61416 -1.12383 -4.91298
H 0.13725 1.64815 -6.05681
H 1.13654 1.50539 -4.60394
H -0.55732 2.07719 -4.48725
H -2.21406 -0.44154 -5.75598
H -2.33808 0.50511 -4.26556
H -1.96986 -1.24449 -4.19906
H 0.77179 -1.44027 -5.95378
H 0.25301 -2.01044 -4.36153
H 1.60320 -0.84633 -4.50883
C -1.23855 1.66619 1.23927
C -0.59762 2.34896 0.14069
C -1.20142 1.85298 -1.07310
H 0.18043 3.09923 0.24052
C -2.19692 0.89537 -0.73004
C -2.22144 0.78142 0.68725
H -2.88416 0.15563 1.29191
H -1.00855 1.80942 2.28145
H -0.94881 2.18658 -2.07763
H -2.83908 0.35473 -1.42959
C 2.14867 -1.31685 0.17824
C 2.22490 -0.07240 0.87468
C 2.16403 0.97719 -0.12416
H 2.34176 0.07781 1.93823
C 1.94176 0.34274 -1.39968
C 1.89833 -1.07067 -1.20370
H 1.71927 -1.81349 -1.98041
H 2.26795 -2.28356 0.64771
H 2.30932 2.03189 0.06120
H 1.87420 0.85977 -2.34651
Pd 0.09188 0.20457 0.09750
C 1.94798 -4.52129 3.44547
C 0.95581 -3.84369 2.53955
O 1.11375 -2.39544 2.60981
P -0.29026 -1.48501 3.03506
O -0.30909 -2.02242 4.55089
C 0.66298 -1.49157 5.53096
C 0.00443 -1.84710 6.83137
O -1.69572 -0.51808 3.24592
C -1.76691 0.29616 4.46023
C -2.94446 1.19867 4.26560
H 2.98966 -4.33194 3.14003
H 1.79068 -5.60439 3.38043
H 1.79761 -4.21451 4.49443
H 1.12443 -4.08656 1.48975
H -0.07607 -4.10276 2.81594
H 1.62845 -1.97498 5.32882
H 0.75709 -0.40310 5.40821
H -0.03136 -2.93720 6.91148
H 0.51979 -1.42759 7.68105
H -1.02047 -1.46487 6.82553
H -1.90318 -0.35405 5.33961
H -0.82754 0.86560 4.56210
H -3.84663 0.61931 4.06034
H -3.07323 1.76724 5.18990
H -2.76301 1.88803 3.43243
```

## Properties
energy relative to the best compared isomer or geometry (same formula, charge and spin)	0.00	kJ/mol
total energy	-1476.932681	Ha
spin multiplicity	5
highest occupied orbital energy (spin up / spin down)	-0.3374 / -0.4144	Eh
net charge	+1
<S²>	6.035
gap between HOMO and LUMO (spin up / spin down)	4.89 / 5.38	eV

Here are the natural (NBO) charges for atoms 1 to 6, given in e: 0.0882, -0.6651, -0.6627, -0.6659, 0.2275, 0.2022

***

The evaluated max |F| for the records listed, in turn: 3.81 2.86 4.59 4.51 2.22 9.35 3.72 1.95 eV Å⁻¹.